1.
ORCA calculation (ωB97M-V/def2-TZVPD) on a cluster of 8 separate species, C57H128N8O8 in total at a distorted geometry.

```
201
Properties=species:S:1:pos:R:3:forces:R:3:lowdin_charge:R:1
C 12.875 22.421 13.846 1.38 -0.08 1.60 -0.041
C 11.815 22.152 12.811 0.26 -0.68 -1.12 -0.449
C 12.064 23.102 11.635 -1.86 -0.08 -0.73 -0.141
C 11.297 22.631 10.401 -1.34 0.75 -1.24 -0.195
C 11.885 21.310 9.930 -0.52 0.98 0.56 -0.145
C 11.720 20.255 11.002 0.04 -0.47 -0.28 -0.523
N 12.279 20.859 12.216 -0.45 -2.09 1.84 -0.028
O 12.077 19.801 13.278 0.79 1.10 -0.84 -0.096
C 10.281 19.708 11.156 -0.77 0.02 1.00 -0.017
C 12.639 19.095 10.656 0.56 -0.22 -0.52 -0.039
C 10.294 22.107 13.339 1.73 -0.68 -0.54 0.014
H 13.800 21.811 13.839 -0.75 -0.39 -0.86 0.081
H 12.533 22.202 14.835 -0.57 0.23 0.73 0.053
H 13.369 23.387 13.873 -0.80 0.75 -0.26 0.068
H 11.708 24.100 11.846 0.20 0.41 0.45 0.120
H 13.095 23.121 11.309 0.51 0.10 0.52 0.119
H 11.379 23.409 9.596 0.13 -0.63 0.55 0.123
H 10.185 22.553 10.546 0.95 0.04 0.17 0.107
H 12.919 21.582 9.782 0.67 -0.62 -0.14 0.114
H 11.486 20.945 9.009 -0.40 -0.12 -0.75 0.117
H 10.225 19.088 12.076 0.20 0.61 -0.32 0.060
H 9.547 20.529 11.290 0.33 -0.54 -0.24 0.070
H 9.890 18.993 10.414 0.56 0.61 -0.41 0.089
H 12.314 18.561 9.766 -0.32 0.03 -0.16 0.090
H 13.662 19.424 10.434 -0.20 0.16 0.23 0.084
H 12.679 18.373 11.454 -0.01 -0.30 0.36 0.051
H 9.634 22.326 12.474 0.17 -0.29 0.87 0.062
H 10.106 22.788 14.170 0.15 0.22 -0.21 0.072
H 10.185 21.070 13.743 -0.30 0.85 -0.49 0.081
H 12.980 19.435 13.418 -0.41 0.41 -0.03 0.055
C 10.710 15.914 12.655 0.69 -1.07 -2.03 -0.042
C 10.889 16.146 14.122 -0.35 -0.66 0.97 -0.501
C 9.812 17.127 14.524 -3.08 -0.35 2.27 -0.105
C 9.495 17.273 16.085 1.75 -1.74 -0.60 -0.160
C 9.201 15.881 16.677 0.84 0.19 -2.59 -0.119
C 10.318 14.813 16.253 -2.02 -0.03 0.50 -0.477
N 10.572 14.862 14.813 -0.89 1.07 -0.44 -0.095
O 11.534 13.890 14.473 0.07 0.34 0.21 -0.050
C 11.585 14.858 17.086 -0.82 1.28 1.41 -0.021
C 9.568 13.472 16.476 -0.05 0.11 -0.45 -0.049
C 12.298 16.681 14.376 0.74 0.65 -1.29 0.010
H 9.744 15.548 12.315 -0.42 0.03 0.57 0.093
H 11.421 15.163 12.206 -0.58 0.99 0.74 0.064
H 10.873 16.842 12.117 0.13 0.29 -0.10 0.067
H 9.904 18.131 14.156 0.57 0.39 -0.62 0.090
H 8.789 16.746 14.169 1.43 0.36 -0.06 0.142
H 8.636 17.878 16.225 -0.69 0.87 0.03 0.091
H 10.324 17.662 16.650 0.57 0.75 0.05 0.081
H 8.274 15.667 16.117 0.12 -0.81 0.68 0.111
H 9.052 15.872 17.747 -0.03 -0.03 0.23 0.110
H 12.389 14.678 16.452 1.53 -1.26 -0.83 0.040
H 11.895 15.837 17.500 -0.79 -0.06 -0.02 0.079
H 11.474 14.165 17.923 0.50 -0.03 -0.12 0.089
H 8.656 13.479 15.875 0.15 0.03 -0.22 0.079
H 10.141 12.589 16.190 0.15 0.11 0.22 0.079
H 9.203 13.395 17.491 0.26 -0.12 0.52 0.074
H 12.757 16.918 13.359 -0.27 -0.20 1.41 0.091
H 12.960 15.992 14.888 -0.01 -0.26 -0.09 0.077
H 12.293 17.608 14.945 -0.06 -0.08 -0.01 0.052
H 11.054 13.343 13.847 0.20 -0.63 -0.12 0.075
C 10.112 21.245 23.510 -0.58 0.32 -0.40 -0.028
C 10.944 20.533 22.415 -0.16 -1.16 1.22 -0.549
C 10.058 19.475 21.734 -0.20 0.54 1.37 -0.172
C 10.611 18.865 20.514 2.11 0.59 -0.44 -0.171
C 11.014 19.992 19.515 -1.52 -0.64 0.19 -0.115
C 11.915 21.076 20.099 -0.71 -0.59 1.81 -0.477
N 11.305 21.483 21.422 1.80 2.32 -1.35 -0.023
O 12.375 22.419 21.969 -1.78 -0.64 0.05 -0.055
C 13.318 20.490 20.239 1.18 0.44 -1.61 -0.019
C 11.897 22.340 19.256 -0.82 -0.52 -0.73 -0.028
C 12.114 19.814 23.094 0.06 -0.51 -0.41 -0.027
H 9.109 21.506 23.123 0.54 0.15 -0.07 0.086
H 10.577 22.155 23.927 -0.01 -0.47 -0.30 0.084
H 9.900 20.572 24.331 0.21 -0.26 0.27 0.074
H 9.767 18.681 22.412 0.31 -0.09 0.67 0.127
H 9.113 19.927 21.521 -0.74 0.61 -0.51 0.111
H 9.804 18.238 20.183 0.14 -0.57 -0.95 0.107
H 11.547 18.274 20.740 -1.11 0.20 -0.21 0.124
H 10.058 20.458 19.184 0.67 -0.25 -0.20 0.134
H 11.547 19.496 18.711 -0.23 0.30 -0.51 0.081
H 14.081 21.242 20.399 0.00 0.44 0.30 0.077
H 13.521 19.715 20.940 -0.44 -0.40 0.67 0.045
H 13.631 20.043 19.278 -0.49 0.22 0.16 0.058
H 12.372 22.110 18.305 0.05 0.20 -0.27 0.078
H 10.879 22.716 19.078 0.01 -0.62 -0.11 0.099
H 12.354 23.181 19.717 0.95 0.34 0.48 0.043
H 11.665 19.200 23.869 0.23 -0.05 0.34 0.082
H 12.788 20.559 23.513 0.20 -0.27 0.03 0.087
H 12.636 19.113 22.403 -0.30 0.67 0.72 0.065
H 11.846 23.223 22.113 0.33 -0.41 -0.05 0.098
C 17.827 16.458 16.478 -1.16 0.86 1.02 -0.032
C 19.153 17.122 16.088 -1.16 0.79 0.79 -0.522
C 19.287 16.961 14.593 0.23 -1.00 -1.26 -0.127
C 20.279 17.929 13.914 0.25 -2.00 -0.66 -0.182
C 19.819 19.290 14.164 1.89 1.20 0.23 -0.178
C 19.785 19.576 15.649 -1.39 0.59 0.85 -0.502
N 18.872 18.570 16.264 -0.22 0.92 0.08 -0.089
O 18.608 18.927 17.655 1.76 -1.00 -1.02 -0.035
C 21.162 19.604 16.283 -0.14 1.20 0.83 -0.021
C 19.043 20.919 15.746 -0.79 -0.31 0.85 -0.031
C 20.268 16.580 16.958 1.19 0.73 0.63 -0.021
H 17.574 15.645 15.805 -0.21 -0.04 -0.13 0.082
H 17.077 17.309 16.465 0.38 -1.38 -0.39 0.087
H 17.763 16.061 17.515 0.41 0.23 -0.54 0.072
H 19.531 15.900 14.407 0.21 0.33 -0.01 0.130
H 18.272 17.055 14.163 0.38 0.34 0.03 0.113
H 20.372 17.801 12.823 -0.27 -0.50 0.31 0.122
H 21.276 17.736 14.301 0.25 0.04 0.12 0.103
H 18.847 19.342 13.774 -1.60 0.48 -0.49 0.091
H 20.446 20.050 13.626 -0.44 -0.49 0.57 0.149
H 21.666 20.484 15.860 0.33 -0.34 0.21 0.094
H 21.163 19.691 17.399 -0.39 0.19 -0.91 0.103
H 21.691 18.703 16.083 0.66 -0.56 -0.41 0.049
H 19.537 21.762 15.318 0.66 0.38 -0.64 0.076
H 18.035 20.845 15.337 0.15 -0.21 -0.57 0.065
H 18.799 21.208 16.748 0.36 0.02 0.95 0.067
H 20.557 17.391 17.661 -0.31 -0.73 -0.05 0.084
H 21.196 16.352 16.434 -0.02 -0.10 -0.32 0.077
H 19.984 15.691 17.524 -0.02 0.12 -0.08 0.078
H 17.686 19.143 17.635 -1.26 0.37 0.06 0.030
C 17.010 25.517 16.124 1.61 1.01 -0.83 -0.054
C 15.791 25.212 16.979 0.31 -1.72 0.56 -0.551
C 16.243 24.285 18.142 -0.20 1.17 1.04 -0.122
C 15.009 23.900 19.032 1.21 0.49 -1.08 -0.169
C 14.581 25.261 19.595 -0.63 0.03 -0.25 -0.137
C 14.071 26.293 18.536 1.45 0.12 0.17 -0.478
N 15.228 26.437 17.541 -0.96 0.22 -0.12 -0.058
O 14.812 27.292 16.414 0.40 -0.40 1.02 -0.037
C 12.677 25.892 18.034 -0.50 -0.42 0.07 -0.030
C 13.992 27.690 19.201 -0.28 -0.49 1.54 -0.050
C 14.813 24.392 16.144 -0.68 0.40 -1.92 -0.054
H 17.750 26.254 16.546 -1.18 -0.23 -0.03 0.101
H 16.684 25.878 15.141 0.10 0.25 0.19 0.078
H 17.728 24.708 15.875 -1.01 -0.35 0.45 0.084
H 16.861 23.480 17.734 -0.39 -0.19 0.05 0.105
H 16.917 24.897 18.817 -0.44 -0.71 -0.76 0.132
H 15.366 23.221 19.796 -0.14 -0.04 0.47 0.102
H 14.247 23.359 18.453 0.22 0.33 0.32 0.067
H 15.489 25.676 20.018 -0.04 0.23 0.44 0.108
H 13.808 25.189 20.376 0.23 -0.03 -0.15 0.114
H 12.250 26.704 17.431 -0.01 -0.37 0.07 0.086
H 12.644 24.944 17.478 0.15 0.61 -0.02 0.056
H 11.991 25.657 18.890 0.62 0.67 -0.40 0.096
H 13.410 27.577 20.159 0.28 0.13 -0.84 0.091
H 14.993 28.075 19.545 -0.89 -0.36 -0.78 0.098
H 13.434 28.395 18.578 0.42 0.02 0.04 0.074
H 13.910 24.018 16.670 0.99 0.15 -0.49 0.053
H 15.360 23.565 15.653 -0.27 0.08 0.41 0.089
H 14.459 25.024 15.274 0.17 -0.54 0.96 0.101
H 15.499 27.976 16.468 -0.38 -0.16 -0.13 0.102
C 14.686 16.610 18.981 1.12 0.15 0.38 -0.055
C 15.467 16.917 20.298 0.81 1.31 -1.09 -0.343
C 16.099 15.676 21.028 -1.40 1.42 -2.24 -0.234
O 16.125 15.885 22.380 0.34 0.58 1.06 -0.173
C 17.172 15.203 23.036 -1.08 0.23 0.44 -0.093
N 16.523 17.963 19.901 1.04 -1.48 0.66 0.019
H 14.083 17.404 18.554 0.19 0.75 0.45 0.052
H 13.984 15.828 19.084 -0.63 -1.30 0.30 0.046
H 15.394 16.361 18.194 0.13 -0.27 -0.08 0.060
H 14.787 17.421 20.980 -0.05 -0.07 0.29 0.115
H 17.106 15.614 20.591 -0.16 -0.75 0.08 0.120
H 15.397 14.867 20.803 0.60 -0.65 -0.19 0.126
H 16.877 15.207 24.071 0.15 -0.09 0.53 0.086
H 18.114 15.703 22.937 0.71 0.34 -0.27 0.083
H 17.233 14.185 22.706 0.18 -0.70 -0.27 0.082
H 17.457 17.429 19.669 -2.27 1.72 0.69 0.100
H 16.681 18.633 20.686 0.16 -1.04 -0.82 0.080
C 11.853 12.274 10.712 0.23 -1.03 -2.15 -0.072
C 12.740 11.956 11.849 0.50 1.60 0.98 -0.446
C 13.394 13.298 12.306 0.15 -1.08 0.57 -0.228
O 14.556 13.416 11.531 -0.18 1.18 -1.55 -0.193
C 14.819 14.807 11.412 2.12 -0.02 0.34 -0.111
N 11.947 11.418 12.929 0.13 -0.89 0.86 0.040
H 11.367 11.353 10.336 0.10 0.33 0.08 0.085
H 12.496 12.635 9.870 -0.80 0.12 0.61 0.106
H 11.068 12.954 11.000 -0.17 0.48 -0.04 0.073
H 13.576 11.326 11.536 -0.02 -0.18 -0.02 0.141
H 13.720 13.233 13.368 -0.57 0.22 -0.34 0.134
H 12.762 14.211 12.135 0.39 -1.33 0.44 0.079
H 15.589 15.014 10.598 -0.79 -0.47 1.23 0.110
H 15.171 15.066 12.434 0.31 0.67 -0.67 0.095
H 13.964 15.449 11.225 -0.50 -0.24 -0.31 0.066
H 12.556 10.924 13.589 -0.20 0.50 0.02 0.095
H 11.356 10.675 12.584 -0.30 -0.04 -0.23 0.074
C 13.300 19.804 16.235 -0.71 -0.62 0.17 -0.029
C 14.774 19.389 16.250 -1.17 -0.74 1.05 -0.418
C 15.508 19.619 14.968 -0.31 -0.34 -1.15 -0.163
O 14.850 18.840 13.910 -0.42 1.28 0.17 -0.207
C 15.588 18.933 12.694 1.22 -1.45 0.95 -0.089
N 15.451 20.053 17.348 1.12 0.40 -0.51 0.076
H 12.723 19.516 17.130 0.87 0.39 0.26 0.059
H 12.609 19.393 15.510 0.56 -0.06 -0.76 0.042
H 13.284 20.872 16.094 -0.22 0.49 0.23 0.055
H 14.898 18.327 16.485 -0.33 -0.17 -0.26 0.124
H 16.520 19.229 15.147 0.07 0.23 -0.43 0.098
H 15.530 20.692 14.663 0.09 -0.54 0.23 0.129
H 16.530 18.503 13.013 0.84 -0.20 -0.59 0.065
H 15.829 19.905 12.320 -0.46 1.05 -0.01 0.085
H 15.228 18.306 11.875 -0.60 0.10 0.48 0.082
H 15.174 19.715 18.262 0.09 0.20 -0.24 0.039
H 15.371 21.062 17.241 -0.09 -0.13 0.50 0.078
```
Forces are in eV/Å.

Output
SMILES string: CC1(C)CCCC(C)(C)N1O.CC1(C)CCCC(C)(C)N1O.CC1(C)CCCC(C)(C)N1O.CC1(C)CCCC(C)(C)N1O.CC1(C)CCCC(C)(C)N1O.COC[C@H](C)N.COC[C@H](C)N.COC[C@H](C)N
ΔE to the lowest compared entry with this formula, charge and spin in kJ/mol: 392.5
Kohn-Sham gap in eV: 8.76
LUMO in eV: 0.63
E_tot in eV: -89475.534

2.
ORCA calculation (ωB97M-V/def2-TZVPD) on the molecule C5H7NO at a distorted geometry.

```
14
Properties=species:S:1:pos:R:3:forces:R:3:lowdin_charge:R:1
C 0.250 0.866 1.648 0.07 0.03 0.06 -0.098
C -0.603 0.535 0.419 -0.05 0.00 0.02 -0.156
C 0.107 -0.244 -0.692 0.01 -0.03 0.20 -0.435
C -0.654 -0.999 -1.701 -0.14 -0.24 0.00 -0.074
O -0.048 0.240 -2.019 0.09 0.15 -0.12 0.005
C 1.456 -0.719 -0.383 0.89 -0.28 0.31 -0.134
N 2.507 -1.084 -0.068 -1.00 0.32 -0.38 0.179
H 0.917 0.040 1.921 -0.20 0.10 -0.02 0.066
H -0.402 1.062 2.504 0.13 0.05 -0.13 0.074
H 0.880 1.747 1.488 -0.10 -0.15 -0.02 0.083
H -1.482 -0.038 0.735 0.15 0.04 -0.09 0.116
H -0.971 1.457 -0.048 0.02 -0.19 0.09 0.126
H -0.214 -1.878 -2.173 -0.04 0.17 0.08 0.125
H -1.742 -0.986 -1.632 0.17 0.03 0.01 0.124
```
Forces are in eV/Å.

Output
SMILES string: CC[C@@]1(C#N)CO1
ΔE to the lowest compared entry with this formula, charge and spin in kJ/mol: 180.4
Kohn-Sham gap in eV: 11.97
LUMO in eV: 0.84
E_tot in eV: -8834.334

3.
ORCA calculation (ωB97M-V/def2-TZVPD) on the molecule CH6BNOS at a distorted geometry.

```
11
Properties=species:S:1:pos:R:3:forces:R:3:lowdin_charge:R:1
B 0.130 -0.240 0.286 -1.58 0.17 0.10 -0.426
C -1.454 -0.230 0.527 0.88 -0.08 -2.78 -0.037
N 2.284 0.728 -0.622 -2.36 1.28 1.55 -0.403
O 0.700 0.752 -0.397 1.07 0.34 -0.74 -0.040
S 3.052 -0.347 0.338 1.01 0.11 1.29 0.749
H 0.803 -1.051 0.742 0.42 -0.96 0.47 0.013
H -1.674 0.608 1.093 -0.44 1.60 1.83 0.023
H -1.876 -1.122 0.937 -0.17 -0.49 0.32 0.040
H -2.005 0.064 -0.403 0.47 -0.64 0.38 0.075
H 2.252 0.600 -1.605 0.55 -0.59 -0.86 0.056
H 3.069 0.443 1.527 0.16 -0.72 -1.57 -0.050
```
Forces are in eV/Å.

Output
SMILES string: CBONS
ΔE to the lowest compared entry with this formula, charge and spin in kJ/mol: 370.4
Kohn-Sham gap in eV: 9.71
LUMO in eV: 0.53
E_tot in eV: -16181.545

4.
ORCA calculation (ωB97M-V/def2-TZVPD) on the molecule C6H9N.

```
16
Properties=species:S:1:pos:R:3:forces:R:3:lowdin_charge:R:1
C 2.415 0.802 0.106 0.22 0.01 -0.08 -0.094
C 1.482 -0.018 -0.664 0.11 -0.40 -0.44 -0.115
C 0.659 -0.757 -1.152 0.20 0.36 0.43 -0.026
C -0.632 -1.446 -1.000 0.03 -0.05 -0.11 -0.192
N -1.393 -0.859 0.131 0.03 -0.08 0.02 -0.097
C -2.069 0.413 -0.032 -0.32 0.15 -0.08 -0.143
C -0.869 0.300 0.820 0.06 0.29 0.16 -0.170
H 2.774 1.665 -0.459 0.09 -0.12 0.03 0.079
H 3.254 0.180 0.421 0.11 0.20 -0.04 0.080
H 1.932 1.185 1.018 0.05 -0.18 -0.30 0.083
H -1.256 -1.438 -1.901 0.13 0.08 0.11 0.112
H -0.440 -2.496 -0.754 -0.06 0.16 -0.04 0.110
H -3.063 0.501 0.395 0.01 -0.14 -0.15 0.096
H -1.902 0.955 -0.967 -0.13 -0.10 0.16 0.113
H -0.040 0.815 0.346 -0.19 -0.21 0.48 0.055
H -0.840 0.271 1.906 -0.35 0.02 -0.15 0.109
```
Forces are in eV/Å.

Output
SMILES string: CC#CCN1CC1
ΔE to the lowest compared entry with this formula, charge and spin in kJ/mol: 375.0
Kohn-Sham gap in eV: 10.03
LUMO in eV: 1.04
E_tot in eV: -7854.273